This record from OMol25 describes a structure of composition C19H13FN3O4Ru. The level of theory is ωB97M-V with the def2-TZVPD basis set.

Geometry as XYZ:
```
41
Properties=species:S:1:pos:R:3:nbo_charge:R:1
Ru 0.662 0.199 -0.796 1.399
F 2.162 0.908 -0.167 -0.412
O -3.425 6.058 1.717 -0.356
O -3.998 4.954 3.483 -0.348
O -0.037 2.028 -1.554 -0.600
O -0.592 0.602 0.670 -0.683
N 1.001 -1.842 -0.403 -0.159
N 1.588 -2.444 -1.325 -0.081
N -3.433 5.068 2.417 0.533
C 2.476 -1.520 -4.762 -0.130
C 0.831 -2.602 0.808 0.141
C 1.314 -3.913 0.879 -0.208
C 0.186 -2.035 1.896 -0.223
C 1.150 -4.637 2.040 -0.194
C 1.962 -0.230 -4.841 -0.187
C -1.990 1.618 2.243 -0.283
C 2.356 -2.267 -3.592 -0.164
C 0.027 -2.774 3.059 -0.193
C -0.679 2.930 -0.993 0.480
C -2.037 3.969 0.731 -0.082
C 0.506 -4.069 3.136 -0.156
C 1.188 -0.396 -2.580 -0.145
C 1.313 0.339 -3.752 -0.171
C -1.288 1.665 1.032 0.488
C -1.328 2.851 0.267 -0.310
C 1.700 -1.707 -2.515 0.041
C -2.688 3.891 1.925 -0.017
C -2.672 2.724 2.692 -0.091
H -3.198 2.710 3.636 0.268
H 2.974 -1.950 -5.620 0.242
H -2.069 4.887 0.157 0.264
H 2.065 0.334 -5.757 0.242
H -0.791 3.868 -1.547 0.178
H 1.520 -5.652 2.092 0.234
H 1.815 -4.344 0.025 0.244
H 0.375 -4.643 4.044 0.232
H -0.478 -2.332 3.908 0.226
H -0.184 -1.028 1.842 0.242
H -1.964 0.703 2.818 0.241
H 0.917 1.344 -3.809 0.248
H 2.763 -3.266 -3.505 0.249
```

## Properties
charge: +1
HOMO level (alpha / beta): -12.308 / -12.291 eV
E_LUMO (alpha / beta): -6.1 / -6.2 eV
spin multiplicity: 1
Kohn-Sham gap (alpha / beta): 6.206 / 6.086 eV